Here is a molecular structure, C34H53EuN4OP2 from the OMol25 dataset. Energies are from the ωB97M-V functional and the def2-TZVPD basis.

Computed properties:
Max |F|, eV/A: 3.723
Net charge: +1
HOMO level (alpha / beta), eV: -8.88 / -9.40
Spin multiplicity: 8
Gap between HOMO and LUMO (alpha / beta), eV: 6.66 / 7.20

Structure (XYZ):
```
95
Properties=species:S:1:pos:R:3:forces:R:3
C 1.709 0.922 -2.500 -0.1 -0.1 0.1
C 0.425 -1.008 -2.722 -0.3 0.2 -0.1
C 2.108 0.870 -3.840 0.1 -0.3 0.3
C 0.813 -1.138 -4.056 0.5 0.0 0.0
C 1.690 -0.203 -4.622 -0.7 -0.1 0.5
H 2.800 1.613 -4.228 0.0 -0.2 0.1
H 0.484 -2.008 -4.622 0.1 0.2 0.1
H 2.041 -0.335 -5.640 -0.1 0.1 0.1
N 0.808 0.058 -1.981 0.7 -0.3 -0.1
P 2.403 1.345 0.201 0.0 -0.3 0.5
P -1.946 -1.495 -1.150 1.0 0.5 1.0
C 2.398 1.912 -1.549 0.0 0.2 -0.3
H 3.447 2.045 -1.849 -0.4 0.1 -0.3
H 1.903 2.894 -1.610 0.2 -0.3 0.0
C -0.566 -0.345 3.570 -0.3 -0.7 3.6
O -0.713 -0.516 4.700 0.4 0.6 -3.6
C -0.360 -2.120 -2.032 -0.8 -0.1 -0.4
H -0.731 -2.841 -2.769 0.5 0.0 -0.2
C -2.665 -3.016 -0.247 0.2 0.2 -0.5
C -3.162 -0.711 -2.336 0.0 -0.4 -0.2
C 3.904 0.170 0.333 -0.1 0.6 0.1
C 2.547 2.915 1.268 0.5 -0.5 -0.4
C -2.148 -2.958 1.207 0.1 -0.2 0.1
H -2.487 -2.038 1.710 0.0 -0.2 -0.1
H -2.560 -3.814 1.764 0.0 0.2 -0.1
H -1.051 -3.015 1.282 -0.4 0.0 -0.2
C -4.196 -2.962 -0.188 -0.1 0.0 0.1
H -4.563 -2.058 0.311 0.1 -0.2 -0.1
H -4.666 -3.042 -1.175 0.1 0.0 0.2
H -4.528 -3.823 0.409 0.0 0.2 -0.1
C -2.250 -4.330 -0.922 0.0 -0.3 0.2
H -2.839 -5.137 -0.462 0.2 0.1 -0.2
H -2.473 -4.332 -1.998 0.0 0.0 0.2
H -1.188 -4.574 -0.786 -0.3 0.1 0.0
C -4.241 -0.021 -1.457 0.0 0.1 0.0
H -3.792 0.385 -0.535 -0.2 -0.1 -0.3
H -4.683 0.816 -2.022 0.1 -0.3 0.2
H -5.054 -0.708 -1.182 0.3 0.3 -0.1
C -2.438 0.391 -3.146 0.0 -0.1 0.1
H -1.903 1.082 -2.480 -0.1 -0.1 -0.2
H -1.722 -0.033 -3.863 -0.2 0.1 0.2
H -3.188 0.970 -3.712 0.2 -0.2 0.2
C -3.777 -1.747 -3.300 -0.3 0.2 -0.6
H -3.320 -2.742 -3.211 -0.2 0.3 -0.1
H -4.864 -1.838 -3.145 0.4 -0.1 -0.1
H -3.631 -1.409 -4.339 -0.1 -0.2 0.3
C 2.486 2.498 2.752 -0.1 0.2 0.0
H 2.214 3.377 3.358 0.1 -0.2 -0.1
H 1.734 1.711 2.935 0.2 0.2 0.0
H 3.460 2.139 3.115 -0.4 0.1 -0.1
C 1.312 3.781 0.917 0.0 -0.1 0.1
H 1.274 4.042 -0.150 0.0 0.1 0.4
H 0.355 3.294 1.171 0.4 0.0 -0.1
H 1.375 4.713 1.502 0.0 -0.2 -0.2
C 3.842 3.709 1.014 -0.1 0.6 0.2
H 3.674 4.750 1.332 0.1 -0.2 -0.1
H 4.689 3.338 1.615 -0.4 0.1 -0.3
H 4.139 3.733 -0.045 -0.1 0.0 0.3
C 3.771 -1.016 -0.662 -0.1 0.0 -0.1
H 4.760 -1.239 -1.099 -0.4 0.0 0.2
H 3.393 -1.915 -0.152 0.1 0.3 -0.2
H 3.088 -0.817 -1.494 0.2 -0.1 0.1
C 3.895 -0.398 1.766 0.2 0.1 0.0
H 2.935 -0.882 2.007 0.3 0.1 -0.1
H 4.679 -1.165 1.839 -0.2 0.2 0.1
H 4.096 0.373 2.519 0.0 -0.3 -0.2
C 5.212 0.924 0.051 0.3 -0.3 0.3
H 5.220 1.420 -0.931 0.0 -0.2 0.3
H 5.438 1.669 0.824 0.0 -0.3 -0.3
H 6.026 0.181 0.053 -0.1 0.3 0.0
Eu -0.003 -0.193 0.646 0.0 0.2 0.1
N 0.741 -2.303 0.196 -0.4 -0.7 -1.7
C 0.583 -2.802 -0.968 0.3 0.5 1.7
C 1.309 -4.075 -1.324 0.0 -0.1 -0.5
C 1.849 -4.775 -0.235 0.1 -0.5 -0.1
C 1.451 -4.597 -2.625 0.0 0.1 0.5
C 2.443 -6.024 -0.411 0.0 0.2 -0.5
H 1.776 -4.335 0.762 -0.1 -0.1 -0.4
C 2.081 -5.830 -2.803 0.2 -0.2 0.0
H 1.082 -4.037 -3.493 0.1 -0.3 0.4
C 2.559 -6.559 -1.704 -0.2 0.4 0.1
H 2.814 -6.568 0.458 0.0 0.1 -0.3
H 2.204 -6.233 -3.815 -0.1 0.1 0.4
H 3.030 -7.530 -1.852 -0.1 0.2 0.0
C -2.610 3.022 4.131 0.1 -0.5 0.0
N -2.512 3.284 2.684 -0.2 0.7 0.4
C -2.448 4.675 2.202 0.1 -0.1 -0.3
C -2.149 2.300 1.917 0.9 -2.5 -1.4
N -1.799 1.345 1.308 -1.5 2.8 1.5
H -2.914 3.956 4.614 0.1 -0.4 0.0
H -1.643 2.674 4.533 -0.3 0.3 -0.1
H -3.361 2.236 4.301 0.2 0.4 0.1
H -1.414 4.973 1.973 -0.3 -0.1 0.1
H -3.053 4.767 1.293 0.1 0.1 0.3
H -2.846 5.321 2.990 0.0 -0.1 -0.3
```
Positions in Å, forces in eV/Å.